a | Density functional theory data (ωB97M-V/def2-TZVPD) for a cluster of 2 separate species, C16H25N3O3S in total.

ORCA input file:
```
! wB97M-V def2-TZVPD RIJCOSX def2/J DEFGRID3
* xyz 0 1
C 1.640 -0.217 2.779
C 0.540 -0.091 1.885
C -0.752 -0.086 0.815
C -1.145 1.480 0.632
N -1.995 1.823 -0.569
C -1.536 3.175 -1.156
N -1.922 3.092 -2.647
C -0.152 -0.815 -0.553
C 0.802 0.416 -1.427
C 2.332 -0.154 -1.994
O 2.110 0.880 -0.728
O -1.718 -0.984 1.402
C -3.115 -0.631 1.294
C -3.815 -0.853 -0.183
C -4.896 0.184 -0.891
C -5.647 -0.033 -2.320
N -5.393 -1.269 -3.112
C -4.410 -2.228 -2.534
C -3.566 -2.202 -1.142
H 2.674 -0.491 3.293
H -1.752 1.825 1.601
H -0.138 2.119 0.678
H -2.944 2.069 -0.158
H -2.075 4.051 -0.598
H -0.358 3.280 -1.154
H -1.694 2.099 -2.940
H -2.967 3.125 -2.650
H -0.968 -1.042 -1.361
H 0.588 -1.693 -0.336
H 0.166 1.212 -2.163
H 3.333 0.416 -2.045
H 1.996 0.284 -3.055
H -3.697 -1.407 1.998
H -3.426 0.425 1.757
H -5.169 1.176 -0.294
H -6.441 0.762 -2.725
H -4.242 -3.216 -3.187
H -2.839 -3.073 -0.805
C 7.295 -0.898 3.224
S 5.557 -0.635 2.796
O 4.728 -1.241 3.890
C 5.531 -1.781 1.396
H 7.529 -0.301 4.108
H 7.472 -1.953 3.444
H 7.929 -0.576 2.394
H 5.814 -2.783 1.727
H 6.221 -1.431 0.625
H 4.517 -1.808 0.989
*
```

Summary:
LUMO level ... -0.4 eV
Orbital gap ... 8.115 eV

Charges computed using Mulliken, reported in e:
1 C -0.846
2 C -0.488
3 C 1.529
4 C -1.216
5 N 0.036
6 C -0.524
7 N -0.692
8 C -0.394
9 C 0.449
10 C -1.035
11 O -0.321
12 O -0.415
13 C -0.578
14 C 0.680
15 C -0.395
16 C -0.253
17 N -0.472
18 C -0.156
19 C -0.401
20 H 0.177
21 H 0.495
22 H 0.405
23 H 0.190
24 H 0.305
25 H 0.331
26 H 0.307
27 H 0.274
28 H 0.253
29 H 0.348
30 H 0.086
31 H 0.423
32 H 0.170
33 H 0.360
34 H 0.260
35 H 0.266
36 H 0.284
37 H 0.270
38 H 0.326
39 C -0.968
40 S 0.544
41 O -0.660
42 C -0.837
43 H 0.327
44 H 0.300
45 H 0.354
46 H 0.324
47 H 0.328
48 H 0.248



b | Density functional theory data (ωB97M-V/def2-TZVPD) for the molecule C16H25N3O3S.

ORCA input file:
```
! wB97M-V def2-TZVPD RIJCOSX def2/J DEFGRID3
* xyz 0 1
C -1.101 -2.763 0.340
C -0.002 -1.736 0.593
C -0.356 -0.837 1.773
C 1.335 -2.446 0.861
O 2.417 -1.560 1.043
C 2.948 -1.028 -0.158
C 3.733 0.243 0.187
O 4.955 -0.082 0.810
C 4.041 1.079 -1.063
C 3.085 2.263 -1.238
C 1.648 1.798 -1.285
O 1.220 0.915 -2.010
N 0.824 2.432 -0.424
N -0.507 2.044 -0.353
C -1.294 2.532 0.623
S -0.754 3.740 1.627
N -2.549 2.038 0.774
C -3.191 1.000 0.089
C -3.031 0.788 -1.279
C -3.685 -0.266 -1.894
C -4.512 -1.104 -1.167
C -4.705 -0.871 0.185
C -4.053 0.173 0.810
H -1.227 -3.405 1.209
H -0.857 -3.387 -0.516
H -2.047 -2.263 0.142
H 0.108 -1.120 -0.307
H 0.432 -0.108 1.945
H -0.469 -1.433 2.676
H -1.292 -0.315 1.590
H 1.266 -3.007 1.798
H 1.556 -3.151 0.047
H 2.155 -0.791 -0.870
H 3.627 -1.758 -0.624
H 3.118 0.832 0.889
H 4.765 -0.719 1.508
H 3.998 0.441 -1.946
H 5.060 1.453 -0.960
H 3.218 2.979 -0.428
H 3.310 2.759 -2.184
H 1.059 3.150 0.259
H -0.677 1.159 -0.825
H -3.011 2.374 1.609
H -2.436 1.463 -1.873
H -3.549 -0.424 -2.953
H -5.014 -1.927 -1.653
H -5.362 -1.509 0.757
H -4.200 0.353 1.866
*
```

Summary:
LUMO level ... 0.6 eV
Orbital gap ... 9.215 eV
Structure (SMILES) ... CC(C)COC[C@@H](O)CCC(=O)NNC(=S)Nc1ccccc1

Charges computed using Mulliken, reported in e:
1 C -1.602
2 C 1.739
3 C -1.132
4 C -1.105
5 O -0.324
6 C -0.526
7 C 0.416
8 O -0.605
9 C -0.925
10 C -0.482
11 C 0.419
12 O -0.694
13 N -0.458
14 N 0.113
15 C 0.164
16 S -0.545
17 N -0.086
18 C 0.322
19 C -0.220
20 C -0.729
21 C -0.535
22 C -0.631
23 C -0.327
24 H 0.385
25 H 0.459
26 H 0.166
27 H -0.327
28 H 0.236
29 H 0.477
30 H 0.135
31 H 0.383
32 H 0.376
33 H 0.405
34 H 0.197
35 H 0.122
36 H 0.366
37 H 0.290
38 H 0.435
39 H 0.347
40 H 0.279
41 H 0.232
42 H 0.347
43 H 0.287
44 H 0.624
45 H 0.394
46 H 0.409
47 H 0.366
48 H 0.361



The structure with the least stability is a.



a | Density functional theory data (ωB97M-V/def2-TZVPD) for the ion C5H13NP with charge +1.

ORCA input file:
```
! wB97M-V def2-TZVPD RIJCOSX def2/J DEFGRID3
* xyz 1 1
C 0.295 1.686 0.774
N 0.730 0.363 0.273
C 1.536 -0.421 1.299
C -0.463 -0.381 -0.211
P -1.979 -0.623 0.858
C -0.048 -1.417 -1.334
C -0.693 -0.100 -1.828
H -0.432 2.106 0.169
H 0.078 1.493 1.806
H 1.259 2.328 0.742
H 1.416 0.406 -0.390
H 2.212 -1.125 0.698
H 2.022 0.302 1.934
H 0.941 -1.080 1.935
H -1.541 -1.827 1.345
H -2.576 -1.102 -0.229
H -0.618 -2.332 -1.323
H 0.987 -1.568 -1.251
H 0.016 0.598 -2.216
H -1.638 -0.050 -2.364
*
```

Summary:
LUMO level ... -3.0 eV
Orbital gap ... 10.646 eV
Structure (SMILES) ... C[NH+](C)C1(P)CC1

Charges computed using Mulliken, reported in e:
1 C -0.966
2 N -0.010
3 C -0.784
4 C 0.001
5 P 0.031
6 C -0.491
7 C -0.574
8 H 0.379
9 H 0.469
10 H 0.366
11 H 0.351
12 H 0.332
13 H 0.394
14 H 0.314
15 H 0.042
16 H 0.051
17 H 0.292
18 H 0.253
19 H 0.241
20 H 0.306



b | Density functional theory data (ωB97M-V/def2-TZVPD) for a cluster of 2 separate species, C5H13NP in total.

ORCA input file:
```
! wB97M-V def2-TZVPD RIJCOSX def2/J DEFGRID3
* xyz 1 1
C 4.390 -2.276 -0.102
C -0.943 -0.784 0.552
C -1.998 0.596 -0.984
C -1.256 1.486 1.154
C 0.413 0.870 -0.456
N -0.996 0.534 0.074
P 3.070 -1.309 -0.065
H 5.256 -1.932 -0.658
H 4.423 -3.273 0.368
H 0.042 -0.997 1.115
H -1.837 -1.124 1.187
H -0.912 -1.523 -0.347
H -1.475 0.312 -1.896
H -2.893 0.142 -0.793
H -2.248 1.685 -1.179
H -1.391 2.579 0.611
H -2.203 1.265 1.588
H -0.445 1.591 1.860
H 0.628 0.246 -1.252
H 0.376 1.912 -0.775
*
```

Summary:
LUMO level (spin up / spin down) ... -3.8 / -5.7 eV
Orbital gap (spin up / spin down) ... 8.984 / 5.473 eV

Charges computed using Mulliken, reported in e:
1 C -0.418
2 C -0.829
3 C -0.823
4 C -0.909
5 C -0.776
6 N 0.030
7 P -0.009
8 H 0.244
9 H 0.236
10 H 0.316
11 H 0.344
12 H 0.369
13 H 0.382
14 H 0.390
15 H 0.364
16 H 0.362
17 H 0.428
18 H 0.368
19 H 0.569
20 H 0.364



c | Density functional theory data (ωB97M-V/def2-TZVPD) for the ion C5H13NP with charge +1.

ORCA input file:
```
! wB97M-V def2-TZVPD RIJCOSX def2/J DEFGRID3
* xyz 1 1
C 1.605 -0.006 -0.035
C 2.138 -1.371 0.007
C -1.086 -1.127 -0.484
C -0.591 1.727 -1.058
C -0.604 0.786 1.725
N 2.585 1.110 -0.095
P -0.162 0.344 0.025
H 2.029 -1.846 -0.972
H 3.199 -1.336 0.244
H 1.605 -1.987 0.734
H -2.143 -0.878 -0.558
H -0.962 -1.927 0.246
H -0.736 -1.469 -1.457
H -1.652 1.958 -0.934
H -0.390 1.470 -2.098
H -0.011 2.611 -0.791
H -0.302 -0.002 2.413
H -1.683 0.932 1.791
H -0.097 1.710 2.001
H 2.113 2.009 -0.135
*
```

Summary:
LUMO level ... -4.5 eV
Orbital gap ... 10.205 eV

Charges computed using Mulliken, reported in e:
1 C 0.555
2 C -1.177
3 C -1.218
4 C -1.182
5 C -1.123
6 N -0.546
7 P 0.884
8 H 0.310
9 H 0.375
10 H 0.327
11 H 0.403
12 H 0.387
13 H 0.399
14 H 0.395
15 H 0.372
16 H 0.419
17 H 0.397
18 H 0.411
19 H 0.361
20 H 0.251



d | Density functional theory data (ωB97M-V/def2-TZVPD) for the ion C5H13NP with charge +1.

ORCA input file:
```
! wB97M-V def2-TZVPD RIJCOSX def2/J DEFGRID3
* xyz 1 1
C -0.220 1.462 1.228
C -0.538 0.615 0.017
C -1.872 -1.530 -0.273
C -1.157 -0.519 0.519
C 0.832 0.162 -0.791
N 1.503 1.324 -1.047
P 1.898 -0.953 0.481
H -1.047 2.015 1.410
H 0.216 0.913 2.001
H -0.986 1.022 -0.774
H -1.406 -2.558 -0.279
H -2.936 -1.708 0.245
H -2.092 -1.168 -1.367
H -1.027 -0.829 1.533
H 0.414 -0.479 -1.564
H 1.504 1.696 -1.988
H 2.111 1.662 -0.289
H 0.419 2.332 1.145
H 1.349 -2.225 0.115
H 3.035 -1.234 -0.323
*
```

Summary:
LUMO level ... -6.0 eV
Orbital gap ... 7.443 eV

Charges computed using Mulliken, reported in e:
1 C -1.736
2 C 0.434
3 C -1.163
4 C -0.175
5 C -0.471
6 N -0.380
7 P -0.067
8 H 0.494
9 H 0.476
10 H 0.493
11 H 0.330
12 H 0.389
13 H 0.337
14 H 0.409
15 H 0.539
16 H 0.231
17 H 0.260
18 H 0.431
19 H 0.055
20 H 0.114



The structure with the least stability is b.



a | Density functional theory data (ωB97M-V/def2-TZVPD) for the molecule C6H9I.

ORCA input file:
```
! wB97M-V def2-TZVPD RIJCOSX def2/J DEFGRID3
* xyz 0 1
C -0.953 -0.755 0.693
C 0.830 0.805 -0.412
C 0.346 -0.412 -0.102
C -2.071 -0.743 -0.274
C 0.231 2.110 -0.158
C 1.178 -1.656 -0.326
I -3.810 0.221 0.288
H -0.864 -1.806 0.820
H -0.907 -0.159 1.733
H 1.791 0.730 -0.911
H 0.538 2.581 0.708
H -0.758 1.882 -0.108
H 0.278 2.907 -0.898
H 0.556 -2.458 -0.624
H 1.704 -1.782 0.618
H 1.911 -1.465 -1.046
*
```

Summary:
LUMO level ... -0.6 eV
Orbital gap ... 7.836 eV

Charges computed using Mulliken, reported in e:
1 C -0.534
2 C -0.086
3 C 0.714
4 C -0.440
5 C -1.166
6 C -1.685
7 I 0.066
8 H 0.381
9 H 0.377
10 H 0.287
11 H 0.307
12 H 0.259
13 H 0.332
14 H 0.428
15 H 0.310
16 H 0.451



b | Density functional theory data (ωB97M-V/def2-TZVPD) for the molecule C6H9I.

ORCA input file:
```
! wB97M-V def2-TZVPD RIJCOSX def2/J DEFGRID3
* xyz 0 1
C -0.796 0.181 1.270
C 0.976 0.279 -0.599
C 0.063 -0.386 0.075
C -1.593 0.924 0.339
C 1.466 1.647 -0.492
C -0.335 -1.830 -0.300
I -3.412 -0.032 -0.057
H -1.059 -0.496 1.957
H -0.062 0.984 1.835
H 1.403 -0.482 -1.357
H 1.122 2.049 -1.449
H 2.635 1.658 -0.324
H 1.056 2.222 0.332
H -0.116 -2.135 -1.264
H -1.351 -2.050 -0.407
H 0.003 -2.532 0.441
*
```

Summary:
LUMO level ... -0.2 eV
Orbital gap ... 7.978 eV

Charges computed using Mulliken, reported in e:
1 C -0.617
2 C 0.018
3 C 0.566
4 C -0.451
5 C -1.022
6 C -1.472
7 I 0.000
8 H 0.534
9 H 0.203
10 H 0.258
11 H 0.249
12 H 0.290
13 H 0.350
14 H 0.472
15 H 0.316
16 H 0.306



The structure with the least stability is b.



a | Density functional theory data (ωB97M-V/def2-TZVPD) for the molecule C4H7F.

ORCA input file:
```
! wB97M-V def2-TZVPD RIJCOSX def2/J DEFGRID3
* xyz 0 1
C 0.125 1.138 1.636
C 0.510 0.853 0.287
C 0.070 -0.222 -0.460
C -1.005 -1.077 0.067
F 0.476 -0.619 -1.731
H 0.926 1.694 2.222
H -0.291 0.179 1.990
H -0.804 1.851 1.568
H 1.287 1.506 -0.091
H -0.702 -2.114 -0.278
H -0.934 -1.038 1.183
H -1.958 -0.652 -0.200
*
```

Summary:
LUMO level ... 1.1 eV
Orbital gap ... 9.955 eV
Structure (SMILES) ... C/C=C(\C)F

Charges computed using Mulliken, reported in e:
1 C -0.920
2 C -0.226
3 C 0.384
4 C -0.880
5 F -0.292
6 H 0.308
7 H 0.206
8 H 0.217
9 H 0.379
10 H 0.295
11 H 0.305
12 H 0.225



b | Density functional theory data (ωB97M-V/def2-TZVPD) for a structure of composition C4H7F.

ORCA input file:
```
! wB97M-V def2-TZVPD RIJCOSX def2/J DEFGRID3
* xyz 0 1
C 0.340 -0.176 -0.566
C -1.049 0.374 0.081
C -0.152 1.058 1.205
C 0.594 -0.303 1.047
H 1.040 0.535 -0.759
H -1.830 -0.335 0.289
H -1.197 1.223 -0.754
H -0.648 1.542 2.124
H 0.597 1.865 0.828
H -0.102 -1.157 1.101
H 1.623 -0.250 1.359
F 0.236 -1.015 -1.643
*
```

Summary:
LUMO level ... 1.2 eV
Orbital gap ... 10.449 eV

Charges computed using Mulliken, reported in e:
1 C 0.003
2 C -0.735
3 C -0.341
4 C -0.691
5 H 0.341
6 H 0.350
7 H 0.256
8 H 0.272
9 H 0.194
10 H 0.312
11 H 0.348
12 F -0.310



The structure with the least stability is b.